No. 1
{
  "formula": "C7H14NOS3",
  "method": "ωB97M-V/def2-TZVPD",
  "species": ["C", "N", "C", "C", "S", "S", "H", "H", "H", "H", "H", "H", "C", "S", "C", "C", "C", "O", "H", "H", "H", "H", "H", "H", "H", "H"],
  "coordinates": [[1.71373, -2.56481, 3.50754], [0.52866, -1.94862, 2.92761], [-0.44031, -1.40997, 3.86451], [0.62269, -1.39114, 1.66322], [2.06880, -1.62014, 0.82700], [-0.66921, -0.49781, 1.08071], [2.15588, -3.26348, 2.78549], [2.47454, -1.81335, 3.76462], [1.41696, -3.09944, 4.41259], [-1.39695, -1.27413, 3.35100], [-0.55207, -2.11456, 4.69224], [-0.12244, -0.44003, 4.27155], [-1.49283, 3.93398, -2.74134], [-0.93939, 2.55824, -1.72475], [-1.06208, 1.29195, -2.99975], [-0.52256, 0.00661, -2.35950], [0.95956, -0.18903, -2.39610], [-1.31533, -0.76723, -1.84093], [-1.10531, 4.83734, -2.26411], [-1.10649, 3.86244, -3.76312], [-2.58781, 3.95990, -2.72708], [-2.12278, 1.15068, -3.22849], [-0.46460, 1.58459, -3.87281], [1.48681, 0.71076, -2.73953], [1.31134, -0.48885, -1.39774], [1.16120, -1.01388, -3.09284]],
  "forces_ev_per_a": [[-0.2114, -0.0851, -0.0458], [0.2494, 0.0269, 0.0039], [-0.1119, -0.3261, -0.0475], [-0.0698, -0.0539, 0.7036], [0.6439, -0.1061, -0.5944], [-0.3469, 0.4701, -0.1244], [-0.1224, 0.2679, 0.3308], [-0.0065, -0.1231, -0.0359], [-0.0185, -0.0050, 0.0207], [0.2691, -0.0055, 0.2223], [-0.0246, 0.0056, 0.0090], [-0.0213, 0.0180, -0.0580], [-0.1763, 0.2210, 0.2985], [0.3665, 0.1544, 0.0084], [-0.1619, -0.4382, 0.3477], [-1.3449, -0.6161, 0.3649], [0.1565, -0.1343, 0.0209], [1.0622, 0.7473, -1.1801], [-0.1329, 0.0275, -0.1864], [-0.0833, 0.0499, 0.1915], [0.1848, 0.1434, -0.2828], [0.2303, -0.0610, -0.2199], [-0.1924, -0.0463, 0.1376], [-0.1512, -0.2059, 0.0972], [-0.0565, -0.0166, -0.1356], [0.0700, 0.0912, 0.1540]],
  "total_charge": -1,
  "total_energy_ev": -43530.3586,
  "spin_multiplicity": 1,
  "orbital_gap_ev": 5.77
}


No. 2
{
  "formula": "C4H15NO2",
  "method": "ωB97M-V/def2-TZVPD",
  "species": ["C", "C", "C", "C", "N", "H", "H", "H", "H", "H", "H", "H", "H", "H", "H", "H", "H", "H", "O", "H", "H", "O"],
  "coordinates": [[1.18097, -0.68033, -1.56423], [2.12487, -0.52863, -0.38511], [1.43651, -0.77341, 1.02469], [-0.01313, -0.37357, 1.08675], [-0.02205, 1.11758, 1.05935], [1.54231, -0.84715, -2.57412], [0.51928, 0.17923, -1.57398], [0.57892, -1.58862, -1.39249], [3.08384, -1.06968, -0.35385], [2.51471, 0.52568, -0.49080], [1.58753, -1.84118, 1.23261], [1.97118, -0.26515, 1.86237], [-0.41244, -0.64645, 2.10358], [-0.60575, -0.90157, 0.35791], [0.91380, 1.39849, 1.35266], [-0.61391, 1.50438, 1.78202], [-2.34029, 2.98898, -0.44990], [-1.70934, 1.61206, -0.01270], [-2.48156, 2.19123, 0.08644], [-2.94897, 0.10268, -0.97026], [-3.55906, -1.25265, -1.26715], [-2.74743, -0.85191, -0.91379]],
  "forces_ev_per_a": [[-0.7530, -1.5448, 0.4723], [1.1567, 1.9386, 0.7899], [1.0827, -0.5283, -0.7199], [0.1569, 0.5670, 2.5344], [0.2841, -0.2693, -0.3678], [0.7990, 0.3388, 0.0379], [-0.2807, -0.0095, -0.0939], [-0.1995, 0.3799, -0.1053], [-0.5205, -0.4591, -0.5045], [-0.4583, -0.6475, 0.5840], [-0.3759, 0.0049, -0.0571], [-0.0805, -0.1540, -0.7061], [0.2849, -0.2876, -0.9053], [-0.4111, 0.4488, -0.4614], [-0.2029, 0.1473, -0.3364], [-0.4313, -0.1116, -0.0892], [0.1706, -0.4705, 0.0058], [0.2693, 0.4787, -0.1677], [-0.5542, 0.1499, 0.0675], [0.0445, -0.1270, 0.0690], [0.0607, -0.0588, 0.0147], [-0.0416, 0.2141, -0.0608]],
  "total_charge": -1,
  "e_above_lowest_kcal_mol": 15.66,
  "total_energy_ev": -9974.7569,
  "spin_multiplicity": 2,
  "orbital_gap_ev": [2.36, 9.77]
}